Formula: C15H29Br3FN2O3
Source: OMol25
Level of theory: ωB97M-V/def2-TZVPD

The geometry in XYZ format:
```
53
Properties=species:S:1:pos:R:3:forces:R:3:lowdin_charge:R:1
C -4.96545 -1.69717 -1.63210 -0.27 0.01 0.26 0.013
C -5.10543 -0.20647 -1.47898 -0.49 -1.30 1.18 -0.561
O -4.66333 0.52646 -2.27608 0.92 1.85 -1.95 0.159
O -5.75711 0.27744 -0.38366 -0.27 -0.34 0.46 -0.013
C -4.96236 0.22056 0.80873 0.04 0.35 0.01 -0.169
C -4.03272 1.42801 0.90040 -0.01 -0.46 0.32 -0.152
C -2.80143 1.19511 1.80733 -0.47 0.52 -0.84 -0.190
C -1.55727 1.61215 1.03485 0.39 -0.80 0.65 -0.233
C -0.27438 1.51669 1.86253 -0.21 0.64 -0.05 -0.187
C 0.97558 1.86239 1.04584 -0.41 -0.28 0.04 -0.139
C 1.67363 0.64665 0.47661 0.62 -0.11 0.32 -0.357
C 2.88115 1.10582 -0.33747 -1.40 -0.61 0.00 -0.043
N 3.26982 -0.07300 -1.18849 0.93 0.66 -0.16 -0.005
C 4.37845 0.20591 -2.18655 -0.03 0.49 -0.47 -0.050
C 5.08947 1.52551 -2.03266 1.00 -0.62 -0.18 -0.209
F 4.36337 2.54983 -2.54453 -0.74 0.65 0.05 0.001
C 3.50834 -1.31575 -0.40186 -0.80 -1.71 0.52 -0.276
O 2.78364 -2.30759 -1.11210 0.17 0.21 -0.23 -0.001
C 3.06644 -1.30075 1.07505 -0.34 0.38 0.38 -0.098
N 2.20167 -0.20398 1.52811 0.22 -0.04 0.09 0.005
H -4.41410 -1.86412 -2.54479 0.18 -0.18 -0.11 0.085
H -4.43757 -2.11288 -0.77857 0.06 -0.15 0.06 0.050
H -5.93073 -2.19058 -1.69574 -0.17 0.04 0.07 0.096
H -5.63805 0.25180 1.65371 -0.32 -0.25 0.05 0.130
H -4.42487 -0.72857 0.84203 0.19 -0.04 0.03 0.104
H -3.72380 1.71101 -0.10044 0.09 -0.03 -0.20 0.105
H -4.61739 2.25039 1.29583 -0.10 0.27 -0.10 0.118
H -2.93469 1.80122 2.69618 0.24 -0.10 0.39 0.115
H -2.72346 0.14492 2.07905 0.04 -0.14 0.24 0.085
H -1.67120 2.63258 0.68392 -0.02 0.13 -0.29 0.124
H -1.48666 0.90985 0.19928 0.04 0.45 -0.25 0.041
H -0.36716 2.23527 2.67219 0.05 0.08 0.23 0.120
H -0.20370 0.54541 2.34408 0.03 -0.23 0.01 0.074
H 0.65800 2.49078 0.21321 0.07 0.17 -0.09 0.123
H 1.69573 2.42315 1.63312 0.14 0.09 0.17 0.127
H 0.99160 0.06312 -0.15177 -0.20 0.23 -0.39 0.093
H 3.67417 1.39670 0.33498 0.29 0.11 -0.06 0.151
H 2.54163 1.88864 -1.00389 0.45 0.26 -0.18 0.144
H 2.43657 -0.25630 -1.75078 -0.02 -0.35 0.15 0.183
H 5.13107 -0.57120 -2.20490 -0.11 -0.39 0.42 0.137
H 3.93578 0.21107 -3.17538 -0.21 -0.05 -0.16 0.147
H 5.99324 1.45656 -2.63251 0.19 -0.13 -0.14 0.136
H 5.42894 1.73524 -1.02550 -0.21 0.19 0.33 0.128
H 4.54115 -1.63405 -0.42966 0.49 0.71 -0.09 0.155
H 3.34789 -3.08399 -1.22016 -0.27 0.02 -0.06 0.122
H 2.55292 -2.24393 1.24002 -0.02 -0.27 -0.24 0.118
H 3.94410 -1.34387 1.71615 0.29 0.18 -0.09 0.123
H 1.45566 -0.59479 2.08773 -0.03 0.09 -0.03 0.065
C -1.28124 -3.05896 0.41261 0.09 -0.08 -0.07 -1.584
Br -0.18000 -4.52033 -0.18325 -0.05 0.11 0.04 0.609
Br -0.84788 -2.53340 2.21634 0.01 0.01 -0.08 0.635
Br -1.21536 -1.56409 -0.81039 -0.07 -0.27 0.02 0.675
H -2.30267 -3.41447 0.42235 0.00 0.03 0.01 -0.030
```
Positions in Å, forces in eV/Å.

The LUMO energy is -2.780 eV. The value obtained for the HOMO energy is -12.06 eV. For the energy relative to the best compared isomer or geometry (same formula, charge and spin), the calculation gives 6.9 kcal per mole. As for the net charge: +1. Its orbital gap is 9.3 eV.